Computed, not measured: C56H50Cl2EuN3O3S2 as an isolated structure at a distorted geometry, with wB97M-V/def2-TZVPD.

Results
total energy: -135535.04332 eV
2S+1: 8
energy relative to the best compared isomer or geometry (same formula, charge and spin): 98.69 kJ/mol
total charge: +1
HOMO-LUMO gap (spin up / spin down): 5.50 / 5.56 eV
molar mass: 1100.0 g mol⁻¹

```
117
C56H50Cl2EuN3O3S2, DFT wB97M-V/def2-TZVPD
Eu 0.309 -1.710 0.847
Cl -2.505 -6.322 6.293
Cl 1.711 -6.349 3.069
S 1.958 1.454 -0.990
S -2.078 0.491 -0.319
O 1.281 0.102 -0.730
O -1.615 -0.982 -0.277
O 0.337 -3.917 1.702
N -1.566 -2.513 2.968
N 5.266 -3.824 1.562
N 3.013 -2.676 1.157
C 2.701 -0.410 5.251
C -1.249 3.974 -0.493
C 3.948 -0.220 4.638
C 1.713 0.798 -4.966
C -3.244 5.306 -0.614
C 2.053 1.638 -2.758
C -8.062 0.098 -0.947
C -1.691 1.009 -2.025
C 3.296 -2.725 2.585
C -1.324 -3.783 3.435
C 0.776 2.684 -0.480
C 0.333 4.198 1.388
C 4.126 -1.933 0.528
C 2.186 1.973 -5.522
C -0.401 4.273 -5.370
C 0.313 0.432 2.495
C -2.058 -4.317 4.498
C 1.147 3.299 0.770
C -0.986 2.174 -2.325
C 2.613 2.815 -3.291
C 4.203 -4.834 1.100
C -4.550 1.432 -0.775
C -0.890 4.563 0.724
C 1.540 -0.212 4.545
C -1.911 0.403 -4.307
C 5.436 -2.760 0.468
C 2.672 2.994 -4.653
C -2.519 -1.824 3.543
C -4.420 -0.942 -0.395
C -5.908 1.351 -0.795
C -2.450 4.338 -1.146
C 4.765 -3.096 2.827
C -5.799 -1.004 -0.434
C -6.576 0.139 -0.671
C -2.117 0.138 -3.017
C -1.444 1.726 -4.725
C 2.970 -4.074 0.687
C -0.568 -6.258 4.453
C -0.221 -4.432 2.768
C 3.977 0.330 3.349
C -1.424 2.204 -6.077
C -0.386 3.851 -4.091
C -1.734 5.597 1.268
C 2.808 0.543 2.659
C -0.432 2.958 -1.125
C 2.226 2.098 -7.025
C -2.872 6.010 0.532
C -3.829 0.285 -0.563
C -0.905 3.409 -6.391
C 0.176 -5.615 3.421
C -1.669 -5.630 4.940
C 1.531 0.321 3.249
C 1.608 0.621 -3.587
C -0.922 2.591 -3.703
C -3.226 -2.255 4.664
C -3.045 -3.542 5.146
H 2.959 3.543 -2.594
H -8.514 0.972 -0.444
H 1.703 2.964 -7.390
H 4.199 -0.949 0.941
H 1.827 1.251 -7.573
H 0.383 1.196 1.700
H -4.032 -1.639 5.070
H 0.056 5.198 -5.648
H -0.856 3.698 -7.416
H 3.287 2.238 -7.328
H -8.260 0.247 -1.986
H -3.698 -3.985 5.868
H -6.515 2.229 -0.966
H 4.954 0.557 2.927
H 3.117 -1.791 3.049
H 2.826 0.930 1.619
H 2.887 -4.071 -0.374
H -4.210 5.495 -0.996
H -2.698 3.872 -2.107
H 2.056 -4.552 1.093
H -2.595 -0.779 -2.698
H 2.653 -0.748 6.300
H 0.575 4.656 2.334
H -1.408 6.117 2.126
H 6.142 -4.346 1.699
H -0.214 -7.156 4.942
H 0.557 -0.480 4.982
H 5.400 -2.221 2.956
H 2.601 -3.465 3.023
H 3.943 -5.473 1.921
H 0.066 4.493 -3.342
H -3.550 6.752 0.973
H 3.835 -1.728 -0.505
H 4.688 -5.402 0.331
H 4.945 -3.780 3.696
H 1.132 -0.281 -3.171
H -3.735 -1.724 -0.110
H -1.771 1.511 -6.822
H 3.025 3.948 -5.132
H -6.217 -2.009 -0.364
H -3.997 2.350 -0.875
H 6.329 -2.135 0.603
H -0.603 0.549 3.093
H 1.267 0.058 -5.636
H 5.490 -3.279 -0.490
H 2.071 3.061 1.220
H -2.696 -0.860 3.125
H -2.194 -0.341 -5.074
H -8.524 -0.841 -0.641
H 4.919 -0.311 5.151
```

***

Computed, not measured: C24H26FeN6O2SSe2 as an isolated structure, with wB97M-V/def2-TZVPD.

Results
total energy: -214261.68008 eV
2S+1: 5
energy relative to the best compared isomer or geometry (same formula, charge and spin): 8.51 kJ/mol
HOMO-LUMO gap (spin up / spin down): 6.22 / 6.48 eV
molar mass: 676.3 g mol⁻¹

```
62
C24H26FeN6O2SSe2, DFT wB97M-V/def2-TZVPD
Se -1.335 2.172 1.892
Se -2.289 -1.574 1.222
Fe -0.763 0.226 0.444
S 0.379 -1.811 -1.339
O -5.681 1.199 3.031
O -2.742 0.971 -0.789
N -0.828 0.074 -2.924
N 9.502 -2.982 0.821
N 1.212 0.089 1.385
N 0.255 1.324 -1.279
N -1.905 -1.804 -2.787
N 3.213 -0.692 1.844
C -4.023 0.915 1.292
C -5.509 1.142 1.624
C 1.365 3.376 -1.809
C 2.542 -0.580 3.051
C 6.813 -1.332 2.337
C 4.799 -1.970 0.531
C -2.302 -3.124 -2.325
C 0.365 2.083 -3.544
C -3.544 -0.314 2.093
C 7.096 -2.114 1.220
C 1.307 -0.107 2.747
C 8.434 -2.598 0.998
C -3.290 2.218 1.653
C 5.531 -0.857 2.542
C -2.617 -0.986 -3.639
C 6.084 -2.429 0.316
C -0.791 -1.172 -2.340
C 0.938 2.413 -0.912
C 4.527 -1.177 1.639
C -4.019 0.673 -0.210
C -1.956 0.179 -3.744
C 1.071 3.206 -3.152
C -0.026 1.184 -2.565
C 2.362 -0.278 0.878
H 0.129 1.879 -4.578
H 6.306 -3.047 -0.543
H -4.407 -0.925 2.358
H 5.312 -0.225 3.392
H -2.183 1.081 -4.281
H -3.512 2.972 0.895
H -6.101 0.319 1.198
H 1.118 2.510 0.150
H 7.603 -1.088 3.033
H -2.534 -3.074 -1.260
H -3.686 2.571 2.603
H 2.611 -0.256 -0.170
H 4.000 -2.240 -0.147
H -1.484 -3.823 -2.486
H 1.903 4.243 -1.456
H 0.472 0.112 3.391
H 1.389 3.936 -3.884
H -2.812 0.753 -1.725
H -3.178 -3.435 -2.890
H -4.273 -0.374 -0.402
H -5.839 2.079 1.158
H -3.079 0.016 3.019
H -3.534 -1.304 -4.102
H -6.612 1.336 3.224
H 2.986 -0.880 3.982
H -4.769 1.320 -0.685
```

***

Computed, not measured: C28H31N5O6S2Ti as an isolated structure, with wB97M-V/def2-TZVPD.

Results
total energy: -94065.55992 eV
2S+1: 3
energy relative to the best compared isomer or geometry (same formula, charge and spin): 8.02 kJ/mol
total charge: -2
HOMO-LUMO gap (spin up / spin down): 3.33 / 6.10 eV
molar mass: 645.6 g mol⁻¹

```
73
C28H31N5O6S2Ti, DFT wB97M-V/def2-TZVPD
Ti -0.142 0.531 -0.640
S -0.295 -3.057 -0.933
S 3.122 0.382 -2.263
O -0.200 2.460 -0.355
O -0.691 1.265 -4.626
O -0.784 0.391 -2.566
O 4.043 1.320 -2.883
O 1.042 -0.210 0.788
O 3.629 -0.298 -1.081
N 1.701 0.932 -1.997
N 1.536 -4.881 -1.562
N -2.161 0.463 -0.133
N -1.385 -0.966 2.110
N 2.348 -2.879 -0.842
C 1.815 -1.656 -3.623
C 2.878 -3.138 -5.212
C 2.998 -0.951 -3.475
C 1.121 1.692 -3.114
C -3.565 3.915 -0.353
C 4.058 -2.410 -5.066
C -0.220 1.075 -3.514
C 2.749 -2.965 3.360
C 0.503 -5.838 -1.875
C 1.534 -1.033 1.662
C 1.378 -2.952 3.156
C -2.767 -1.068 1.724
C -2.573 2.902 -0.299
C -2.957 1.555 -0.124
C 2.928 -1.038 1.911
C -1.925 5.648 -0.619
C -3.258 5.252 -0.508
C -0.706 -2.023 2.221
C 1.762 -2.745 -4.484
C -1.205 3.323 -0.409
C 2.806 -4.305 -6.165
C -2.854 -0.755 0.219
C -0.923 4.678 -0.568
C 3.512 -1.977 2.737
C 1.282 -3.621 -1.130
C 3.718 -3.295 -1.039
C 4.119 -1.323 -4.208
C 0.756 -1.991 2.365
H 4.344 -2.435 -0.827
H 1.762 1.763 -3.993
H 0.963 -6.678 -2.397
H 1.977 -4.966 -5.909
H -1.178 -3.020 2.189
H 2.212 -1.893 -0.650
H -1.666 6.692 -0.750
H -3.188 -2.072 1.911
H 3.211 -3.717 3.989
H 3.728 -4.889 -6.146
H -2.416 -1.595 -0.326
H 3.520 -0.303 1.382
H 0.934 -1.364 -3.063
H 0.751 -3.702 3.631
H -4.604 3.607 -0.272
H 0.123 4.952 -0.648
H -3.347 -0.324 2.276
H 3.988 -4.113 -0.361
H 2.652 -3.967 -7.193
H -4.055 5.988 -0.549
H 0.830 -3.292 -4.583
H -4.029 1.382 -0.005
H -3.916 -0.706 -0.067
H 4.937 -2.700 -5.633
H 3.899 -3.598 -2.077
H 5.030 -0.748 -4.097
H 4.587 -1.953 2.885
H 0.900 2.713 -2.783
H 2.490 -5.191 -1.584
H -0.004 -6.203 -0.979
H -0.250 -5.379 -2.515
```

***

Computed, not measured: C4H8O3Tm as an isolated structure at a distorted geometry, with wB97M-V/def2-TZVPD.

Results
total energy: -39930.65539 eV
2S+1: 4
energy relative to the best compared isomer or geometry (same formula, charge and spin): 0.00 kJ/mol
total charge: +2
HOMO-LUMO gap (spin up / spin down): 8.83 / 6.78 eV
molar mass: 273.0 g mol⁻¹

```
16
C4H8O3Tm, DFT wB97M-V/def2-TZVPD
Tm 0.469 -0.361 1.578
O 2.216 0.473 0.271
O -1.625 0.230 0.877
O -0.773 -2.057 1.928
C -2.061 -2.021 1.477
C 2.428 1.062 -0.912
C -2.405 -0.721 0.789
C 1.235 1.579 -1.669
H -3.440 -0.551 0.446
H 3.193 1.857 -0.688
H 1.574 2.141 -2.547
H -2.315 -2.815 0.739
H 3.088 0.347 -1.521
H -2.822 -2.130 2.282
H 0.619 2.230 -1.034
H 0.618 0.737 -2.014
```

***

Computed, not measured: one molecule with the formula C5H10F2N2O2Si at a distorted geometry, with wB97M-V/def2-TZVPD.

Results
total energy: -25735.30739 eV
HOMO-LUMO gap: 10.63 eV
molar mass: 196.2 g mol⁻¹

```
22
C5H10F2N2O2Si, DFT wB97M-V/def2-TZVPD
Si -0.955 -0.431 -0.102
F -3.215 0.501 1.468
F -2.610 -2.525 -0.386
O -4.593 0.737 -0.212
O -3.842 -1.683 -2.017
N -0.119 1.090 0.205
N -2.613 -0.155 -0.818
C -3.108 -1.498 -1.148
C -3.548 0.375 0.152
C 1.316 1.048 -0.155
C 3.664 0.044 0.273
C 2.206 0.256 0.851
H 2.290 0.852 1.789
H 1.826 -0.757 1.116
H -1.142 -1.075 1.213
H 1.681 2.109 -0.135
H 1.535 0.669 -1.186
H 3.998 0.897 -0.360
H -0.588 1.847 -0.304
H 4.372 -0.082 1.126
H -0.235 -1.333 -1.022
H 3.682 -0.886 -0.349
```

***

Computed, not measured: C39H32IrN3O5PSSe as an isolated structure at a distorted geometry, with wB97M-V/def2-TZVPD.

Results
total energy: -143972.43079 eV
2S+1: 2
energy relative to the best compared isomer or geometry (same formula, charge and spin): 787.07 kJ/mol
HOMO-LUMO gap (spin up / spin down): 4.31 / 4.58 eV
molar mass: 956.9 g mol⁻¹

```
83
C39H32IrN3O5PSSe, DFT wB97M-V/def2-TZVPD
Ir 0.256 0.587 0.631
Se -2.386 1.061 1.235
S 0.065 2.603 -1.646
P 0.512 -0.308 -1.831
O -1.048 1.781 -1.040
O -1.065 2.796 2.506
O 0.305 3.309 0.806
O 1.362 1.916 -1.315
O -0.683 -1.485 0.465
N 2.241 1.539 1.293
N 1.349 -0.831 2.169
N -4.429 -1.184 4.807
C 1.908 5.114 0.819
C 2.249 -0.801 -1.885
C -1.120 -3.017 3.738
C -1.949 -3.876 -3.371
C -3.170 0.176 2.726
C 0.995 6.173 0.793
C 0.745 -1.665 2.941
C -2.408 -2.833 1.296
C 3.181 -0.086 -2.625
C -0.954 5.060 1.878
C 0.215 -2.937 -2.926
C 4.518 -0.433 -2.566
C 4.933 -1.485 -1.765
C -0.425 2.018 -5.710
C -0.598 3.707 1.824
C -5.059 -0.949 3.666
C -1.772 -1.747 -2.284
C 3.236 0.532 1.499
C 2.573 2.771 1.133
C 0.214 0.588 -3.406
C -0.352 2.671 -4.488
C 4.009 -2.183 -1.002
C -2.509 -0.068 3.926
C 2.671 -1.833 -1.049
C -0.300 6.129 1.279
C -1.175 -2.146 1.446
C -2.328 -3.639 3.562
C -4.485 -0.277 2.605
C -0.385 -1.823 -2.351
C -3.185 -0.750 4.923
C -2.552 -2.766 -2.797
C -0.175 0.657 -5.775
C -0.521 -2.269 2.712
C 2.685 -0.426 2.554
C 1.597 3.782 0.954
C -0.569 -3.956 -3.440
C -0.048 1.944 -3.357
C -2.968 -3.546 2.323
C 0.154 -0.060 -4.636
H 5.249 0.125 -3.131
H -1.841 5.258 2.462
H 5.978 -1.750 -1.719
H -2.891 -2.771 0.334
H 2.661 0.081 3.529
H 1.381 7.137 0.491
H 2.960 5.360 0.750
H -2.782 -4.201 4.363
H 2.848 0.752 -3.219
H 3.378 -0.017 0.560
H -0.100 -4.812 -3.905
H -3.918 -4.042 2.179
H 3.338 -1.302 2.636
H 3.621 3.074 1.107
H 4.202 0.951 1.814
H -0.669 2.568 -6.609
H -3.629 -2.702 -2.751
H -2.216 -0.877 -1.819
H 1.247 -1.980 3.863
H 0.352 -1.119 -4.709
H -0.611 -3.075 4.690
H -2.708 -0.974 5.870
H -6.073 -1.327 3.607
H -0.246 0.142 -6.722
H 4.341 -2.982 -0.355
H 1.293 -2.999 -2.994
H -2.555 -4.676 -3.770
H -0.536 3.733 -4.413
H -5.031 -0.111 1.687
H -0.834 7.071 1.297
H -1.494 0.269 4.067
H 1.935 -2.339 -0.437
```

***

Computed, not measured: one molecule with the formula C4H5NO2 at a distorted geometry, with wB97M-V/def2-TZVPD.

Results
total energy: -9809.08685 eV
energy relative to the best compared isomer or geometry (same formula, charge and spin): 504.42 kJ/mol
HOMO-LUMO gap: 9.64 eV
molar mass: 99.1 g mol⁻¹

```
12
C4H5NO2, DFT wB97M-V/def2-TZVPD
O -2.256 -0.365 0.035
O -0.012 -1.007 0.099
N -1.476 0.820 -0.215
C 1.959 0.111 -0.234
C 0.826 1.297 0.214
C 1.426 -1.044 0.041
C -0.271 0.346 -0.073
H -1.685 -1.286 -0.003
H 0.977 2.354 -0.271
H 1.725 -2.146 0.122
H 2.965 0.493 -0.505
H 0.854 1.555 1.397
```

***

Computed, not measured: a 11-piece molecular cluster, C23H42Cl20F3NO4 overall at a distorted geometry, with wB97M-V/def2-TZVPD.

Results
total energy: -292804.75912 eV
HOMO-LUMO gap: 9.65 eV
molar mass: 1162.6 g mol⁻¹

```
93
C23H42Cl20F3NO4, DFT wB97M-V/def2-TZVPD
Cl 0.089 2.594 9.629
Cl -5.043 2.471 1.444
Cl 6.702 -0.002 -0.306
Cl 4.324 2.401 1.962
Cl 0.340 5.660 1.540
Cl -6.044 -1.248 2.103
Cl -1.594 0.224 9.407
Cl 5.388 -1.116 -6.030
Cl 0.660 7.927 -0.265
Cl -5.404 -0.980 -1.553
Cl -7.184 1.325 -1.682
Cl -2.765 3.318 4.989
Cl -6.824 4.776 1.315
Cl 0.101 2.784 5.008
Cl 8.065 -3.688 -3.748
Cl 5.888 -3.694 -1.809
Cl 3.647 -0.275 -8.211
Cl 2.390 0.476 2.987
Cl 6.935 -0.538 2.550
Cl -8.838 -0.895 2.855
F -1.232 1.182 0.991
F -2.011 3.111 -0.178
F 0.383 2.745 -0.040
O 0.365 0.748 -5.335
O -1.027 -0.724 -3.859
O 1.206 -1.442 -4.285
O -1.019 1.386 -1.482
N -1.426 -2.086 -1.767
C -0.925 2.061 -0.174
C -3.159 -2.638 0.084
C 7.023 -2.694 -2.723
C 2.946 -3.052 -0.506
C -4.100 -3.820 -0.564
C 0.401 6.182 -0.148
C 1.047 -3.340 -2.499
C 3.747 -1.161 -6.685
C -5.713 0.658 -0.964
C -0.601 -1.020 -2.451
C -0.971 1.653 8.573
C -7.726 -1.456 1.601
C 7.150 0.662 1.270
C 2.722 2.184 2.675
C 3.349 -0.355 -0.037
C -1.293 3.224 4.014
C 1.462 -3.642 -0.936
C 0.842 -1.756 -2.864
C -0.050 0.274 -1.597
C 2.844 -1.791 0.574
C -5.352 4.109 2.033
C 0.217 -0.359 -4.602
C -2.644 -1.532 -1.061
H 1.761 -1.260 -2.286
H -3.553 -1.441 -1.816
H -3.432 -4.598 -1.151
H 4.066 0.122 0.777
H 3.569 -2.631 -1.419
H 0.337 -0.133 -0.558
H 3.462 -2.202 -6.858
H 1.969 -3.715 -3.157
H -2.469 -0.537 -0.470
H -4.506 4.748 1.768
H -4.590 -4.432 0.326
H -4.999 -3.397 -1.217
H 3.891 -0.439 -1.086
H -1.429 2.468 3.237
H 1.969 2.572 1.984
H 8.199 0.968 1.242
H 0.145 -4.037 -2.809
H -7.899 -0.881 0.689
H -1.811 2.278 8.263
H 3.064 -0.706 -5.964
H 1.542 -4.823 -0.817
H 1.743 -1.723 0.988
H 1.223 5.666 -0.650
H 3.552 -2.047 1.491
H -4.866 1.297 -1.229
H -1.109 4.198 3.554
H -0.544 5.930 -0.633
H 2.674 2.733 3.618
H -3.855 -2.020 0.828
H -5.827 0.630 0.122
H 7.645 -2.131 -2.023
H -2.225 -3.053 0.654
H 2.479 0.437 -0.191
H -0.405 1.333 7.694
H -7.912 -2.516 1.410
H 0.667 -3.289 -0.153
H -5.467 4.081 3.119
H -1.827 -2.664 -2.566
H 3.591 -3.882 0.044
H 0.912 0.742 -2.126
H 6.519 1.528 1.484
H 6.459 -2.002 -3.354
```